# 1
{
  "formula": "C30H29CsN4O3STe",
  "method": "ωB97M-V with the def2-TZVPD basis set",
  "symbols": ["Cs", "N", "C", "S", "N", "N", "C", "C", "C", "C", "C", "C", "N", "H", "H", "H", "H", "H", "H", "H", "O", "C", "C", "O", "O", "C", "C", "C", "C", "C", "C", "C", "C", "C", "C", "C", "C", "H", "H", "H", "H", "H", "H", "H", "H", "H", "H", "H", "C", "C", "C", "C", "C", "C", "Te", "C", "C", "C", "H", "H", "H", "H", "H", "H", "H", "H", "H", "H", "H"],
  "positions_angstrom": [[-0.7224, -1.0271, -0.1591], [-3.5087, 0.2381, 3.4574], [-2.4274, -0.4234, 2.9881], [-0.9140, 0.3489, 2.6851], [-2.7390, -1.7606, 2.9264], [-1.7258, -2.4869, 2.3828], [-1.8749, -3.7535, 2.4484], [-0.6717, -4.6298, 2.3309], [-0.4597, -5.5860, 3.3520], [0.4811, -6.6216, 3.1534], [1.0431, -6.7261, 1.8755], [0.7220, -5.7235, 0.9319], [0.0290, -4.6339, 1.2172], [-3.5354, 1.2205, 3.3666], [-4.4054, -0.2230, 3.6349], [-2.6897, -4.1026, 3.0718], [-0.8143, -5.4534, 4.4046], [0.7430, -7.3865, 3.9042], [1.8452, -7.4383, 1.6998], [1.0284, -5.7191, -0.1392], [-1.8906, 4.3220, -1.2205], [-2.8769, 3.2637, -1.2442], [-2.2250, 1.8466, -0.9412], [-2.9958, 0.8551, -1.0065], [-1.0124, 1.9171, -0.5747], [-3.8275, 3.6030, -0.0061], [-3.2995, 3.4116, 1.3114], [-3.9967, 3.7965, 2.4453], [-5.2998, 4.2346, 2.2447], [-5.8436, 4.3815, 0.9751], [-5.1222, 4.1281, -0.1586], [-3.6114, 3.4588, -2.5695], [-4.1713, 4.7509, -2.7080], [-4.7631, 5.1612, -3.8737], [-4.8752, 4.2273, -4.9269], [-4.3827, 2.9313, -4.8206], [-3.7523, 2.5388, -3.6388], [-1.0009, 3.9566, -1.0101], [-2.2699, 3.0623, 1.4114], [-3.5324, 3.7578, 3.4095], [-5.9733, 4.4508, 3.0930], [-6.8967, 4.6891, 0.9426], [-5.5093, 4.3241, -1.1565], [-3.9144, 5.4724, -1.9262], [-5.1327, 6.2139, -3.9885], [-5.4079, 4.5079, -5.8565], [-4.6720, 2.2930, -5.6602], [-3.5105, 1.4876, -3.5541], [9.1644, -2.1865, -0.2093], [7.7167, -1.8941, -0.5625], [6.7039, -2.5455, 0.1221], [5.3557, -2.0881, 0.0375], [4.3192, -2.6127, 1.0528], [4.9641, -1.2713, -0.9925], [2.8941, -1.1226, -1.3840], [5.9773, -0.6474, -1.7701], [5.6560, 0.4429, -2.7923], [7.3210, -0.8700, -1.5179], [9.4477, -3.1786, -0.5934], [9.2480, -2.2286, 0.9178], [9.8833, -1.4542, -0.6140], [6.8662, -3.2200, 0.9621], [4.7166, -3.3644, 1.7435], [3.5205, -3.1140, 0.4948], [3.8591, -1.7869, 1.5735], [5.3267, 1.3318, -2.2063], [4.8081, 0.2030, -3.4526], [6.5469, 0.7053, -3.3212], [8.0672, -0.2541, -2.0120]],
  "atomic_forces_ev_per_a": [[0.224, -0.221, -0.457], [-0.777, 0.350, 0.527], [-0.067, -1.889, 0.059], [-1.131, 0.195, 0.741], [1.237, 0.711, -0.846], [-0.513, 0.752, 0.262], [1.288, 0.100, 1.378], [-1.563, -0.505, 0.975], [1.146, -0.682, 1.246], [-0.435, 0.576, -0.825], [0.015, 0.612, -0.038], [1.171, 0.050, -0.314], [-0.789, -0.567, -1.106], [0.137, 0.874, -0.045], [0.955, -0.051, -0.458], [-0.331, -0.486, -0.025], [-0.302, -0.004, -1.301], [-0.229, 0.733, -0.191], [-0.447, -0.168, -0.356], [0.425, -0.369, 1.047], [0.398, -0.215, -0.046], [-0.083, 0.453, 1.189], [0.372, 0.371, 0.269], [0.711, 0.719, -0.196], [-1.365, -0.147, -0.724], [0.469, -0.482, 0.066], [0.444, 0.532, -1.288], [-0.493, -0.059, -1.284], [-0.865, 0.203, 0.849], [-1.095, 0.310, 1.133], [1.226, -0.769, -0.309], [-0.408, -0.270, -0.555], [1.737, 0.040, -0.195], [-0.525, 0.239, -1.110], [-0.535, 0.785, -0.329], [-0.845, 1.039, 0.147], [-0.365, 0.154, 0.666], [-0.926, -0.537, -0.033], [-0.261, -0.142, -0.103], [0.068, -0.153, 0.421], [0.556, -0.037, -0.337], [0.428, 0.017, -0.264], [-0.246, -0.305, 0.601], [-0.374, -0.253, -0.315], [0.331, -1.157, 0.078], [0.393, -0.070, 0.604], [0.662, -0.298, 0.476], [0.482, 0.120, 0.420], [-0.144, -0.265, 0.629], [-0.263, 1.210, -1.006], [-1.151, 1.386, 0.788], [0.546, -1.836, 1.021], [0.662, -0.631, -1.179], [-0.160, 0.531, -0.836], [-0.103, 0.540, -0.517], [-0.169, 0.614, -0.365], [-1.102, -0.011, 1.348], [0.301, -1.829, 1.579], [0.081, 0.206, 0.121], [0.171, 0.105, -1.168], [-0.380, -0.173, 0.196], [0.539, -0.098, -0.278], [0.298, 0.319, 0.073], [-0.017, 0.157, 0.136], [-0.139, 0.213, 0.257], [0.096, -0.387, -0.452], [0.434, -0.107, 0.188], [0.514, 0.167, -0.600], [0.081, -0.209, -0.040]],
  "spin_multiplicity": 1,
  "total_charge": -2,
  "relative_energy_ev": 0.814
}

=====

# 2
{
  "formula": "C30H29F2N3O2S",
  "method": "ωB97M-V with the def2-TZVPD basis set",
  "symbols": ["C", "C", "C", "C", "C", "C", "N", "C", "N", "C", "C", "C", "C", "C", "C", "C", "C", "C", "C", "C", "C", "C", "C", "H", "H", "H", "H", "H", "H", "H", "H", "H", "H", "H", "H", "H", "H", "H", "H", "H", "H", "H", "H", "H", "H", "H", "H", "F", "C", "F", "S", "N", "C", "O", "C", "C", "C", "C", "C", "C", "C", "O", "H", "H", "H", "H", "H"],
  "positions_angstrom": [[8.0659, 1.3934, 0.1045], [6.6430, 1.8511, 0.1670], [5.6648, 1.2598, -0.6381], [4.3283, 1.6769, -0.5927], [3.3799, 0.9848, -1.5012], [3.9641, 2.7536, 0.2375], [2.6261, 3.2445, 0.2334], [1.5193, 2.4274, 0.2838], [0.4473, 3.2934, 0.3240], [-0.9012, 2.8388, 0.3370], [-1.2225, 1.7459, 1.1594], [-0.1629, 1.1341, 1.9926], [-2.5468, 1.3020, 1.2235], [-3.5419, 1.8630, 0.4123], [-4.9543, 1.3672, 0.4908], [-3.1819, 2.8933, -0.4674], [-1.8702, 3.3829, -0.5256], [-1.4979, 4.3778, -1.5750], [0.8959, 4.6278, 0.2908], [2.2241, 4.5958, 0.2032], [4.9238, 3.3201, 1.0972], [4.5493, 4.3152, 2.1424], [6.2523, 2.8797, 1.0306], [8.6754, 1.8910, 0.8612], [8.1429, 0.3147, 0.2715], [8.5223, 1.5981, -0.8697], [5.9436, 0.4529, -1.3152], [2.3364, 1.1262, -1.1820], [3.4996, 1.3352, -2.5398], [3.6050, -0.0935, -1.5081], [-0.4086, 0.1177, 2.3212], [0.7861, 1.0850, 1.3988], [0.0251, 1.7392, 2.8931], [-2.8168, 0.4960, 1.9105], [-5.5972, 1.8440, -0.2542], [-5.0203, 0.2839, 0.3334], [-5.3906, 1.5666, 1.4767], [-3.9380, 3.3119, -1.1337], [-2.3409, 4.5544, -2.2539], [-1.2196, 5.3514, -1.1548], [-0.6608, 4.0176, -2.1879], [0.2326, 5.4702, 0.3813], [2.9251, 5.4086, 0.1261], [5.3918, 4.4541, 2.8299], [4.3222, 5.3012, 1.7221], [3.6908, 3.9885, 2.7442], [6.9917, 3.3410, 1.6809], [-1.4923, -10.3962, 0.1575], [-2.1217, -9.1706, 0.1060], [-1.8012, -8.4370, 1.2366], [-1.6362, -8.3573, -1.4442], [-2.7024, -7.0315, -1.2826], [-2.1911, -5.7234, -1.1919], [-1.0201, -5.3990, -1.2650], [-3.3918, -4.8802, -0.9940], [-4.5300, -5.6617, -0.9970], [-5.7801, -5.0746, -0.8037], [-5.8211, -3.6943, -0.5887], [-4.6592, -2.9218, -0.5638], [-3.4103, -3.5097, -0.7774], [-4.1098, -7.0954, -1.1389], [-4.7833, -8.1105, -1.1075], [-3.2085, -9.3267, 0.0812], [-6.6811, -5.6754, -0.8244], [-6.7811, -3.2060, -0.4342], [-4.7052, -1.8532, -0.3786], [-2.4754, -2.9602, -0.7708]],
  "atomic_forces_ev_per_a": [[0.381, -0.143, 0.016], [-0.536, 0.296, -0.109], [-0.028, 0.482, 0.660], [0.619, 0.407, -0.066], [-0.705, -0.518, -0.609], [0.887, -0.414, -0.060], [-1.753, 0.288, 0.004], [0.372, 0.868, -0.380], [1.602, 0.278, -0.224], [-0.856, -0.498, -0.250], [-0.583, 0.406, 0.132], [0.916, -0.843, 0.520], [-0.027, 0.259, -0.499], [0.563, 0.333, -0.056], [-0.402, -0.113, 0.045], [0.160, -0.333, 0.414], [0.084, -0.466, 0.302], [-0.094, 0.534, -0.468], [-0.799, -0.364, 0.096], [0.978, -0.264, 0.104], [0.052, -0.489, -0.335], [0.121, 0.578, 0.509], [-0.373, -0.318, -0.358], [-0.041, -0.028, -0.034], [-0.026, 0.095, -0.011], [-0.119, 0.010, 0.069], [-0.106, 0.101, 0.142], [0.537, -0.210, -0.307], [-0.052, -0.016, 0.284], [-0.140, 0.318, -0.002], [-0.237, 0.221, -0.016], [-0.956, -0.158, 0.850], [0.036, -0.095, -0.193], [0.194, 0.164, -0.195], [0.118, -0.018, 0.069], [0.085, 0.168, 0.030], [0.080, -0.007, -0.121], [0.216, -0.074, 0.121], [0.142, -0.073, 0.176], [-0.032, -0.196, -0.178], [-0.075, 0.113, 0.224], [0.050, -0.049, -0.102], [-0.054, -0.045, 0.040], [-0.172, -0.023, -0.114], [-0.023, -0.160, 0.171], [0.088, 0.079, -0.263], [-0.113, -0.083, -0.022], [-0.239, 1.167, 0.025], [-0.211, -0.412, 0.562], [-0.054, -0.723, -1.091], [-0.238, -0.075, 0.270], [0.459, -0.732, -0.026], [1.172, 0.487, 0.066], [-1.675, -0.559, 0.072], [0.308, 0.810, 0.107], [-0.414, 0.179, 0.229], [0.370, -0.163, -0.071], [-0.108, -0.080, -0.041], [0.406, -0.100, -0.078], [-0.322, -0.345, -0.060], [-0.731, -0.632, -0.204], [0.999, 1.316, -0.080], [0.385, 0.006, 0.289], [0.037, 0.061, 0.060], [0.172, -0.128, -0.022], [-0.130, -0.146, -0.034], [-0.165, 0.069, 0.020]],
  "spin_multiplicity": 1,
  "relative_energy_ev": 0.000
}

=====

Result set for HOMO: -1.1802 -8.1541 eV, one per record in the order listed.
Result set for electronic energy: -62360.6290 -56415.4716 eV, one per record in the order listed.
Result set for Kohn-Sham gap: 5.086 7.397 eV, one per record in the order listed.